DFT (ωB97M-V with the def2-TZVPD basis set) results for a molecular structure, C25H45N2P3Se2Yb at a distorted geometry.

As for the lowest unoccupied orbital energy (spin up / spin down): -8.604 / -8.359 eV. As for the charge: +3. Its expectation value of S² is 0.92. As for the multiplicity: 2. For the HOMO energy (spin up / spin down), the calculation gives -12.62 / -14.25 eV.

Last column: Mulliken spin population.
Geometry (Å):
H  -1.73923  -1.58038  5.72291  0.00
H  1.16902  0.00942  -3.95188  -0.07
H  -2.97740  0.99534  -3.55075  -0.02
H  4.13734  -1.46836  -3.32843  0.00
C  0.57283  3.45168  -4.92410  0.01
H  4.38465  0.60992  0.00578  0.00
H  2.73475  1.84691  -2.81610  0.01
H  0.56036  4.02194  -5.85628  0.00
H  2.35186  -2.78138  1.34905  0.00
P  2.02706  -1.42682  -2.27538  0.05
H  3.85351  -2.27572  0.50952  0.00
H  1.43479  -1.64935  -4.58778  -0.01
P  -1.48759  -2.55923  -0.13708  -0.01
C  -1.82540  1.26860  2.72564  0.00
H  -1.94901  -4.69091  -1.07726  0.00
H  2.33076  0.00128  3.59051  0.01
C  3.17104  -2.05211  1.33922  -0.01
H  4.63640  0.63805  1.77789  0.00
Yb  -0.60666  0.99216  -5.07844  0.26
Se  1.18817  -0.16971  -0.55583  0.04
P  2.55722  -0.37554  1.25236  0.13
C  -1.73715  3.67095  3.41416  0.00
H  0.16336  -4.04852  0.77627  0.00
C  -0.56229  3.44673  -4.09950  0.00
H  -2.00151  3.88766  2.37765  0.00
C  -1.99242  0.34805  4.81376  0.00
H  2.46858  -3.70680  -2.64873  0.00
C  3.89853  0.77717  0.97461  0.01
H  3.52718  1.80955  1.00648  0.00
H  -2.37555  4.23625  4.09910  0.00
C  3.72101  -0.89511  -2.48535  0.01
H  -2.96237  -0.78944  0.57543  0.00
C  0.58086  1.97589  -2.68561  -0.16
C  -1.62070  0.10282  7.15007  0.00
C  1.02699  -1.07188  -3.74457  0.10
N  -1.94943  2.26291  3.66486  0.00
H  1.25741  1.09099  2.66170  0.00
H  0.80125  -0.60236  2.90734  0.00
H  -3.28686  -2.34664  1.41468  0.00
N  -1.92231  0.09505  3.44421  0.00
H  -2.56980  1.35338  -6.65302  -0.01
H  -1.46322  -0.51639  8.03918  0.00
C  1.74274  2.78931  -4.53866  0.00
C  -2.01865  1.72354  4.95541  0.00
H  -1.81901  -0.82374  3.02255  0.00
H  -0.61095  -1.48531  -0.57793  0.02
H  -3.81686  -2.11466  -0.27839  0.00
C  1.97127  -3.15354  -1.83770  0.00
C  1.79030  2.15315  -3.26813  -0.01
H  -1.03830  -3.67470  -2.23724  0.00
C  -1.83552  -3.67906  -1.48643  0.00
H  0.94283  -3.52765  -1.73484  0.00
C  -3.03299  -1.88063  0.45357  0.00
H  -0.03426  -1.34117  -3.59525  0.02
C  -1.77495  -0.50537  5.89766  0.00
C  -1.65922  1.50382  7.29804  0.00
H  -0.69239  3.96054  3.58934  0.00
H  -1.41753  2.63577  -2.22701  -0.02
H  4.31410  -1.11053  -1.58353  0.00
H  -1.42459  4.06818  -4.35788  0.00
H  -1.87118  3.43069  6.24729  0.00
H  -1.53308  1.93598  8.28982  0.00
H  2.63677  2.83496  -5.16384  0.00
H  -1.38635  -4.07075  1.69203  0.00
C  -0.64514  -3.42826  1.19126  0.00
H  -2.77350  -3.36987  -1.96420  0.00
C  -2.76226  0.72337  -4.58972  0.37
H  2.51797  -3.34762  -0.90614  0.00
C  -2.66962  1.65364  -5.58996  0.35
C  -0.56794  2.64974  -2.91913  -0.06
C  -1.85137  2.34511  6.18725  0.00
C  1.64954  0.06853  2.72953  0.00
H  -2.80122  -0.35993  -4.80645  -0.03
Se  -1.46818  1.47994  0.93855  0.01
H  3.73031  -2.14325  2.28129  0.00
H  3.79386  0.17555  -2.71510  0.00
H  -0.21707  -2.71765  1.91575  0.00
H  -2.89358  2.71580  -5.44810  -0.01

***

DFT (ωB97M-V with the def2-TZVPD basis set) results for a gas-phase ion, C9H17NO3P (charge -1) at a distorted geometry.

As for the SMILES: CC(C)=C(C)[N+]1(P(=O)([O-])[O-])CCCC1. As for the lowest unoccupied orbital energy: 3.145 eV. As for the charge: -1. As for the multiplicity: 1. For the HOMO energy, the calculation gives -4.25 eV.

Last column: natural (NBO) charge in e.
Geometry (Å):
C  -1.60656  -0.96452  -1.05560  -0.27
H  3.20362  1.85405  -0.89657  0.20
H  1.42795  2.74348  1.54842  0.21
C  0.66136  0.37690  -0.47051  0.23
H  -0.37334  -0.17389  1.83343  0.23
H  -0.06372  1.68052  1.90736  0.31
H  -1.99784  -3.09893  -0.36231  0.20
P  -2.40220  1.65173  0.12024  2.50
H  -1.36954  -0.68765  -2.07789  0.22
H  -0.62959  -3.04531  -1.41534  0.20
H  -0.32193  -3.16884  1.30327  0.21
H  -2.65609  -0.79892  -0.84639  0.27
C  -1.13324  -2.42332  -0.61149  -0.44
H  3.49852  0.37115  0.14107  0.21
H  -2.07527  -0.98537  1.38817  0.23
C  2.99163  1.35739  0.05971  -0.63
H  2.08301  0.23671  -2.06390  0.22
H  3.16965  2.08337  0.76197  0.21
C  1.10290  -0.23632  -1.84317  -0.68
C  -0.95099  -0.80843  1.10965  -0.24
C  1.08338  1.77770  1.62846  -0.68
C  1.42616  1.08820  0.34836  -0.03
C  -0.34395  -2.26229  0.65500  -0.44
O  -3.59266  0.78385  0.38128  -1.19
H  0.47256  0.05351  -2.70839  0.23
H  0.67573  -1.97963  0.45990  0.19
O  -2.19753  2.14323  -1.25434  -1.19
H  1.02428  -1.29032  -1.65106  0.22
O  -1.70729  2.36235  1.25921  -1.19
N  -1.06436  0.02344  -0.08285  -0.49
H  1.66535  1.33616  2.43431  0.19

***

DFT (ωB97M-V with the def2-TZVPD basis set) results for a single CH3NO2S molecule at a distorted geometry.

As for the SMILES: O=S1(=O)CN1. As for the lowest unoccupied orbital energy: 0.447 eV. As for the charge: 0. As for the multiplicity: 1. For the HOMO energy, the calculation gives -10.54 eV.

Last column: natural (NBO) charge in e.
Geometry (Å):
H  -1.18386  0.96896  1.00194  0.23
H  -1.12942  -0.87646  0.56609  0.24
H  -0.85219  -0.46722  -1.39931  0.37
S  0.96477  0.06019  0.09189  2.23
C  -0.72119  0.14090  0.51068  -0.51
O  1.89788  1.09700  0.09125  -0.86
O  1.44040  -1.28367  0.16137  -0.91
N  -0.41640  0.36030  -1.02391  -0.79

***

DFT (ωB97M-V with the def2-TZVPD basis set) results for a single C4H10N2O molecule at a distorted geometry.

As for the SMILES: C/C(=N/O)N(C)C. As for the lowest unoccupied orbital energy: 0.823 eV. As for the charge: 0. As for the multiplicity: 1. For the HOMO energy, the calculation gives -8.96 eV.

Last column: natural (NBO) charge in e.
Geometry (Å):
C  0.51776  0.42671  -0.08149  0.32
N  0.46964  1.41708  0.73422  -0.11
C  -0.56194  -1.51907  0.82673  -0.42
H  -1.47268  -2.16041  0.74059  0.21
H  2.53924  1.00044  -0.67004  0.25
C  -0.80066  -0.97949  -1.57803  -0.41
H  1.48982  0.31010  -1.95623  0.22
H  2.20851  -0.74538  -0.73306  0.22
N  -0.56040  -0.49686  -0.22560  -0.51
H  -1.30238  0.82506  1.01259  0.46
H  0.36966  -2.14970  0.76580  0.18
H  -0.00799  -1.62322  -2.00097  0.18
H  -0.50311  -0.99563  1.79075  0.22
H  -1.71533  -1.56131  -1.61923  0.21
O  -0.69156  1.46856  1.45487  -0.56
C  1.76255  0.24501  -0.87633  -0.67
H  -0.94423  -0.12891  -2.27482  0.21

***

DFT (ωB97M-V with the def2-TZVPD basis set) results for 2 unconnected molecules or ions with the total composition C2H5N2O2 at a distorted geometry.

As for the lowest unoccupied orbital energy: 4.405 eV. As for the charge: -1. As for the multiplicity: 1. For the HOMO energy, the calculation gives -4.28 eV.

Last column: natural (NBO) charge in e.
Geometry (Å):
C  -0.25925  -1.47335  1.50934  0.62
H  -1.24985  0.97462  -0.95870  0.38
H  1.57611  2.63954  -1.94862  0.32
C  0.73626  1.12298  -1.07307  0.30
H  -0.03143  -2.08129  2.38272  0.03
O  0.54387  -1.50351  0.50577  -0.81
H  1.69163  0.70925  -0.74587  0.15
N  -0.43324  0.41667  -0.92703  -0.83
O  -1.33738  -0.82604  1.59159  -0.76
H  -0.31797  -0.48834  -0.45546  0.44
N  0.69288  2.29544  -1.59734  -0.84

***

DFT (ωB97M-V with the def2-TZVPD basis set) results for 2 unconnected molecules or ions with the total composition C2H4NO2 at a distorted geometry.

As for the lowest unoccupied orbital energy: 3.053 eV. As for the charge: -1. As for the multiplicity: 1. For the HOMO energy, the calculation gives -2.63 eV.

Last column: natural (NBO) charge in e.
Geometry (Å):
H  -1.31772  -0.88778  2.07545  0.10
C  -0.13482  -0.59182  -0.57132  0.26
O  -1.00186  1.04184  1.46337  -0.56
H  0.00181  0.28882  -1.20626  0.18
H  3.46097  -0.07923  -1.61380  0.39
H  0.74947  -1.23881  -0.48579  0.17
N  -1.30365  -0.74220  0.00375  -0.71
C  -1.16388  -0.14103  1.28970  0.52
O  2.63946  0.40582  -1.75964  -1.36

***

DFT (ωB97M-V with the def2-TZVPD basis set) results for a single C4H4N4 molecule at a distorted geometry.

As for the SMILES: C=NN=C1C=NN=C1. As for the lowest unoccupied orbital energy: -1.599 eV. As for the charge: 0. As for the multiplicity: 1. For the HOMO energy, the calculation gives -9.85 eV.

Last column: natural (NBO) charge in e.
Geometry (Å):
H  -1.68296  -2.03082  0.26528  0.23
N  -0.53851  0.56933  0.93897  -0.17
H  -0.37556  2.34587  2.84938  0.16
C  0.40807  2.34886  2.11934  -0.01
H  0.99769  3.19973  2.18620  0.18
N  0.43491  1.55775  1.12797  -0.31
C  -1.00966  -1.41881  -0.33004  0.00
N  0.50265  -1.04024  -1.93966  -0.22
C  0.86561  -0.27058  -1.00457  -0.02
N  -0.61884  -1.92291  -1.45563  -0.21
C  -0.10989  -0.35527  0.08066  0.13
H  1.67446  0.51255  -1.19477  0.25

***

DFT (ωB97M-V with the def2-TZVPD basis set) results for a molecular structure, C11H15IOSi at a distorted geometry.

As for the lowest unoccupied orbital energy: 0.467 eV. As for the charge: 0. As for the multiplicity: 1. For the HOMO energy, the calculation gives -8.76 eV.

Last column: natural (NBO) charge in e.
Geometry (Å):
C  -1.92775  1.68904  0.02363  -1.16
I  2.99145  -0.49149  -1.04871  0.06
H  -2.24579  1.51952  -1.06010  0.24
C  -1.47769  -3.91093  -0.63405  -0.21
C  2.84872  3.35746  -0.76497  -0.10
H  2.67070  3.52192  -1.81577  0.18
C  -0.97941  -1.30101  0.01927  -0.52
C  1.50804  1.06843  -0.68891  -0.66
H  -1.36762  -4.91579  -0.97704  0.21
C  -0.20753  0.74628  2.27746  -1.11
H  -0.84469  -3.57528  -2.64501  0.22
C  -1.12977  -2.22466  0.97730  -0.19
C  -1.01226  -3.05730  -1.64605  -0.19
C  -1.35792  -3.51164  0.67664  -0.20
H  1.26508  1.36815  -1.81213  0.22
H  -1.44255  -4.16164  1.51574  0.21
H  -0.17233  1.86549  2.31899  0.25
C  2.28388  2.18430  -0.05939  -0.02
H  -0.67485  -1.00635  -2.06874  0.21
Si  -0.54013  0.44853  0.41662  1.68
H  -0.98725  0.34300  2.79081  0.23
H  -1.42374  2.73296  -0.02920  0.26
H  3.71384  3.73029  -0.36584  0.17
H  -2.80712  1.51389  0.71314  0.26
H  2.84543  1.83789  0.77533  0.18
O  1.69639  3.45441  0.00505  -0.49
H  0.80821  0.36657  2.46930  0.24
C  -0.84967  -1.71836  -1.35296  -0.18
H  -1.18365  -1.87369  1.98958  0.21

***

DFT (ωB97M-V with the def2-TZVPD basis set) results for a molecular structure, C22H33N3OS at a distorted geometry.

As for the lowest unoccupied orbital energy: 0.446 eV. As for the charge: 0. As for the multiplicity: 1. For the HOMO energy, the calculation gives -7.90 eV.

Last column: natural (NBO) charge in e.
Geometry (Å):
H  4.15721  -0.60230  -1.68964  0.21
H  1.88128  -1.96937  -0.68175  0.19
H  0.48632  4.30809  4.58683  0.21
H  -0.35308  5.30746  3.49380  0.20
H  6.34603  -2.67437  -4.90744  0.20
C  -1.95242  1.81555  1.47677  0.03
H  1.38450  1.89401  -1.14447  0.19
H  -0.92601  0.43202  0.31521  0.21
H  -4.39830  1.15544  4.74180  0.22
H  -4.07728  2.49313  5.34701  0.23
C  -4.26760  2.16130  4.39766  -0.58
C  5.47426  -2.66411  -4.27619  -0.60
O  -0.28567  -2.30554  0.18679  -0.43
H  5.31046  -0.68313  -3.91723  0.15
N  -3.86564  0.63076  1.98845  -0.55
H  -3.35002  -2.89129  1.68141  0.24
H  -2.72321  0.76083  -0.20960  0.21
H  4.15642  -2.35445  -1.86047  0.24
H  -2.04405  3.69023  5.03889  0.14
H  0.92947  4.44707  2.81465  0.21
C  0.22053  4.55399  3.55163  -0.57
C  -1.24445  -2.32827  -2.02228  -0.33
H  -1.62551  -2.77815  2.43086  0.18
C  3.92574  -1.47070  -2.51156  -0.45
H  1.78121  -3.26492  -2.01518  0.18
H  2.61242  -2.29934  -3.98815  0.20
H  -4.80199  1.16204  1.95402  0.40
H  1.13691  0.53005  -3.31409  0.21
C  2.13534  0.89402  -1.13391  -0.64
N  1.58517  -0.97690  -2.68271  -0.49
H  0.07845  0.03103  -2.18137  0.20
C  -1.00209  3.50527  3.16437  -0.02
H  -3.31518  -2.44777  -1.08276  0.23
C  1.26453  0.17248  -2.29279  -0.20
C  -2.50054  -2.44930  1.59466  -0.22
C  -3.86014  -0.47866  1.67396  0.20
H  -1.35010  2.01978  -0.67049  0.24
S  -5.06721  -1.28160  1.31412  -0.16
C  -2.96429  1.59145  2.35455  0.05
H  1.95318  0.39414  -0.27605  0.22
H  2.93045  1.12985  -1.65617  0.21
C  -1.56042  1.17907  0.22442  -0.63
C  -0.11913  -2.36777  -1.15767  0.30
N  -2.62507  -1.19838  2.09986  -0.62
C  5.23449  -1.35773  -3.37181  -0.33
H  -0.00673  2.91632  1.31887  0.19
C  -2.25070  3.28423  3.69557  -0.13
C  -1.63422  -2.31765  0.33613  0.21
H  6.24722  -1.27682  -2.88371  0.19
H  -1.88672  -0.52482  2.12097  0.38
H  -4.98736  2.42106  4.01362  0.17
C  2.75966  -1.31977  -3.35214  -0.23
C  -0.73345  2.94736  1.97511  -0.16
C  -2.96434  2.26839  3.62434  -0.02
H  -1.38049  -2.42943  -3.07228  0.25
H  4.68965  -2.77210  -4.77889  0.18
H  5.53993  -3.61156  -3.79255  0.20
C  1.40937  -1.96681  -1.59840  -0.23
H  2.65136  -0.48057  -4.04869  0.21
C  -2.15811  -2.55284  -0.94591  -0.29

***

DFT (ωB97M-V with the def2-TZVPD basis set) results for 2 unconnected molecules or ions with the total composition C2H7N at a distorted geometry.

As for the SMILES: C=C.N. As for the lowest unoccupied orbital energy: 1.173 eV. As for the charge: 0. As for the multiplicity: 1. For the HOMO energy, the calculation gives -10.22 eV.

Last column: natural (NBO) charge in e.
Geometry (Å):
H  -0.28655  1.26443  -0.58206  0.23
H  2.81605  -0.12301  0.11585  0.36
H  1.42805  -0.75193  -0.51285  0.36
H  1.38183  0.19621  0.83910  0.36
H  -1.82665  1.42312  0.40425  0.19
N  1.84740  0.13070  -0.04903  -1.07
H  -2.19199  -1.04970  0.49539  0.20
H  -0.69262  -1.31399  -0.53546  0.18
C  -1.33871  -0.53152  -0.02519  -0.40
C  -1.13681  0.75568  -0.15001  -0.40

***

ΔE to the lowest compared entry with this formula, charge and spin
In order: 128.6, 22.2, 58.2, 73.3, 12.3, 124.5, 92.7, 47.3, 559.1, 23.9
Unit: kcal/mol